Entry 1:
# C27H41ClIN2O6ReS2Si

C27H41ClIN2O6ReS2Si as an isolated structure (the ωB97M-V functional and the def2-TZVPD basis, the OMol25 dataset).

Last column: Löwdin spin population.
Atoms and positions in Å:
Re  -0.80  0.06  0.35  0.894
C  3.12  -0.33  1.86  0.002
C  2.65  -0.49  0.43  0.000
C  3.74  -0.12  -0.56  0.000
C  2.16  -1.90  0.18  0.000
O  1.49  0.42  0.20  0.015
Si  1.52  2.10  0.19  -0.004
S  -0.61  2.30  -0.07  -0.055
O  2.01  2.55  1.64  -0.002
C  2.10  3.80  2.37  0.000
C  2.23  4.96  1.40  0.000
C  3.34  3.68  3.25  0.000
C  0.84  3.92  3.21  0.000
O  2.38  2.79  -0.96  0.000
C  2.27  3.09  -2.37  0.000
C  1.55  1.96  -3.09  -0.001
C  3.70  3.23  -2.87  0.000
C  1.51  4.40  -2.50  0.000
H  3.91  -1.06  2.06  0.000
H  2.31  -0.51  2.56  0.003
H  3.52  0.66  2.05  0.000
H  4.58  -0.80  -0.43  0.000
H  4.10  0.90  -0.40  0.000
H  3.38  -0.20  -1.58  0.000
H  2.98  -2.60  0.35  0.000
H  1.83  -2.02  -0.86  0.000
H  1.35  -2.16  0.86  0.000
H  3.10  4.83  0.75  0.000
H  2.35  5.89  1.95  0.000
H  1.34  5.05  0.77  0.000
H  4.24  3.59  2.64  0.000
H  3.26  2.79  3.88  0.000
H  3.44  4.56  3.88  0.000
H  -0.04  3.95  2.57  -0.001
H  0.87  4.84  3.80  0.000
H  0.75  3.07  3.89  0.000
H  2.07  1.01  -2.93  0.000
H  1.54  2.15  -4.16  0.000
H  0.52  1.86  -2.74  -0.001
H  4.23  2.28  -2.79  0.000
H  4.23  3.98  -2.28  0.000
H  3.70  3.54  -3.92  0.000
H  0.50  4.30  -2.10  0.000
H  1.43  4.68  -3.55  0.000
H  2.03  5.19  -1.97  0.000
N  -7.69  0.48  -1.15  -0.002
C  -7.10  -0.02  -0.07  0.000
S  -8.01  -0.64  1.18  0.011
C  -5.63  0.00  0.01  0.012
C  -4.84  0.81  -0.81  -0.002
C  -3.48  0.81  -0.68  0.014
N  -2.84  0.04  0.23  0.004
C  -3.59  -0.78  1.01  0.012
C  -4.96  -0.81  0.93  -0.003
H  -8.69  0.51  -1.20  0.000
H  -7.17  0.81  -1.95  0.000
H  -5.26  1.49  -1.55  0.000
H  -2.86  1.43  -1.31  0.000
H  -3.06  -1.41  1.70  0.001
H  -5.51  -1.48  1.58  0.000
I  -0.66  0.03  2.95  0.077
C  -2.91  -4.94  -0.85  0.000
C  -1.64  -5.29  -0.12  0.000
C  -1.76  -6.07  1.03  0.000
C  -0.65  -6.48  1.76  0.000
Cl  -0.87  -7.45  3.18  0.000
C  0.62  -6.12  1.35  0.000
C  0.75  -5.33  0.22  0.000
C  -0.35  -4.92  -0.51  0.000
O  0.00  -4.19  -1.64  0.000
C  -0.77  -3.13  -2.14  0.000
C  -0.82  -1.98  -1.18  0.008
O  -0.70  -0.77  -1.58  0.018
O  -0.97  -2.15  0.06  0.002
H  -3.75  -5.43  -0.37  0.000
H  -2.89  -5.26  -1.89  0.000
H  -3.11  -3.86  -0.81  0.000
H  -2.74  -6.38  1.36  0.000
H  1.49  -6.43  1.91  0.000
H  1.73  -5.03  -0.13  0.000
H  -1.80  -3.41  -2.39  0.000
H  -0.28  -2.81  -3.06  0.000

Frontier orbital gap (spin up / spin down), eV: 5.6166 / 5.9910
Highest occupied orbital energy (spin up / spin down), Ha: -0.38900 / -0.38901
2S+1: 2
Lowest unoccupied orbital energy (spin up / spin down), eV: -4.97 / -4.59
Total charge: +1
E_tot, eV: -96232.636

=====

Entry 2:
# C27H41MoN4O6S5SeSi4

C27H41MoN4O6S5SeSi4 as an isolated structure (the ωB97M-V functional and the def2-TZVPD basis, the OMol25 dataset).

Last column: Mulliken charge in e.
Atoms and positions in Å:
Mo  0.20  -0.58  -0.97  1.360
O  -2.39  -3.81  2.64  -0.718
C  -1.56  -3.05  3.36  0.312
C  -1.61  -3.16  4.75  -0.684
C  -0.78  -2.40  5.55  -0.410
C  0.14  -1.52  4.98  -0.890
C  0.20  -1.40  3.61  -0.555
C  -0.65  -2.14  2.78  0.374
C  -0.59  -1.94  1.35  0.541
O  0.19  -1.03  0.81  -0.692
N  -1.34  -2.62  0.53  -0.918
N  -1.14  -2.22  -0.77  0.042
C  -1.76  -3.02  -1.60  0.005
S  -1.61  -3.00  -3.33  0.040
C  -3.09  -4.04  -3.58  -0.617
C  -3.08  -5.11  -2.51  -0.538
S  -2.76  -4.30  -0.92  -0.089
H  -2.24  -3.62  1.69  0.625
H  -2.33  -3.85  5.18  0.433
H  -0.85  -2.49  6.63  0.382
H  0.79  -0.92  5.61  0.431
H  0.90  -0.72  3.14  0.569
H  -3.01  -4.46  -4.58  0.454
H  -3.97  -3.40  -3.51  0.254
H  -2.29  -5.84  -2.69  0.296
H  -4.04  -5.62  -2.43  0.402
S  7.46  -0.94  -2.01  -0.427
C  6.05  -0.52  -1.27  0.181
S  4.64  -0.12  -2.22  -0.013
C  3.70  0.05  -0.74  0.065
N  4.40  -0.15  0.32  -0.711
N  5.71  -0.47  0.06  0.536
C  6.52  -0.65  1.22  0.603
C  5.87  -0.73  2.45  -0.392
C  6.59  -0.89  3.62  -0.602
C  7.98  -0.97  3.58  -0.400
C  8.62  -0.88  2.36  -0.671
C  7.91  -0.72  1.18  -0.409
S  2.11  0.75  -0.57  -0.406
H  4.79  -0.66  2.48  0.585
H  6.07  -0.95  4.57  0.349
H  8.54  -1.10  4.50  0.363
H  9.70  -0.94  2.32  0.350
H  8.44  -0.65  0.25  0.191
O  1.86  -2.02  -2.27  -0.594
Se  1.36  -1.09  -3.51  0.984
O  1.06  -1.88  -4.85  -0.667
O  -0.12  -0.50  -2.78  -0.252
O  2.18  0.26  -3.72  -0.707
C  -1.29  4.95  -0.28  -1.197
Si  -0.16  3.42  -0.43  0.517
C  1.03  3.80  -1.87  -0.971
C  0.76  3.35  1.24  -1.072
Si  -1.33  1.39  -0.80  0.820
Si  -2.53  1.66  -2.84  0.472
C  -3.67  0.17  -3.15  -0.648
C  -1.49  1.92  -4.40  -1.097
C  -3.71  3.16  -2.79  -1.081
Si  -2.94  1.20  0.93  0.508
C  -4.20  2.62  0.90  -1.069
C  -3.97  -0.40  0.80  -0.658
C  -2.14  1.22  2.65  -0.803
H  -0.70  5.86  -0.13  0.380
H  -1.97  4.85  0.56  0.235
H  -1.89  5.10  -1.18  0.245
H  1.85  4.45  -1.56  0.397
H  0.50  4.28  -2.69  0.293
H  1.47  2.88  -2.25  0.175
H  1.56  4.09  1.29  0.424
H  1.21  2.37  1.38  0.208
H  0.07  3.53  2.06  0.281
H  -3.08  -0.75  -3.10  -0.323
H  -4.14  0.21  -4.14  0.465
H  -4.46  0.10  -2.40  0.288
H  -0.76  1.12  -4.51  0.195
H  -0.95  2.86  -4.37  0.241
H  -2.12  1.92  -5.30  0.381
H  -4.47  3.04  -2.01  0.263
H  -4.23  3.29  -3.74  0.379
H  -3.17  4.08  -2.57  0.224
H  -4.81  2.58  -0.01  0.244
H  -3.69  3.59  0.91  0.185
H  -4.88  2.59  1.76  0.370
H  -4.63  -0.38  -0.07  0.293
H  -4.59  -0.56  1.69  0.437
H  -3.32  -1.27  0.70  -0.085
H  -1.86  2.23  2.94  0.423
H  -1.24  0.61  2.65  -0.068
H  -2.81  0.82  3.42  0.363

Frontier orbital gap (spin up / spin down), eV: 6.3845 / 6.4664
Highest occupied orbital energy (spin up / spin down), Ha: -0.19179 / -0.18894
Relative energy (zero: lowest compared OMol25 entry of this formula, charge and spin), eV: 0.849
Lowest unoccupied orbital energy (spin up / spin down), eV: 1.17 / 1.33
Total charge: -1
E_tot, eV: -199801.729

=====

Entry 3:
# C27H41N4O6PS3

One molecule with the formula C27H41N4O6PS3 (the ωB97M-V functional and the def2-TZVPD basis, the OMol25 dataset).

Last column: Mulliken charge in e.
Atoms and positions in Å:
C  -3.06  0.18  5.96  -1.278
C  -3.11  -1.27  5.48  -0.495
C  -2.80  -1.37  3.97  -0.082
C  -2.27  -2.75  3.63  -0.938
O  -2.24  -3.08  2.23  -0.535
C  -2.18  -2.08  1.32  1.349
C  -1.06  -1.38  1.04  -0.054
C  0.23  -1.63  1.77  -1.980
C  1.49  -1.76  0.90  0.620
C  1.32  -2.67  -0.34  -1.075
C  1.79  -2.05  -1.67  0.188
C  3.29  -2.23  -1.95  -1.387
C  4.26  -1.87  -0.82  -0.438
C  4.38  -0.36  -0.65  -0.277
S  5.31  0.24  0.80  -0.228
C  4.52  -0.59  2.11  0.403
N  3.63  -0.11  2.94  -0.194
N  3.38  -1.10  3.87  -0.373
C  4.14  -2.10  3.53  0.054
O  4.91  -1.86  2.45  -0.260
C  -1.18  -0.28  0.07  0.400
O  -0.39  0.62  0.05  -0.696
C  -2.31  -0.31  -0.93  -0.509
C  -2.13  0.59  -2.11  0.010
C  -1.19  0.02  -3.21  -0.771
C  -0.17  1.07  -3.67  -0.455
S  -1.03  2.41  -4.51  -0.277
C  -0.49  3.89  -3.79  -0.026
S  -1.03  5.28  -4.44  -0.183
N  0.31  3.79  -2.62  0.529
C  1.66  4.33  -2.85  -0.828
C  2.40  4.31  -1.52  -0.276
O  1.83  5.20  -0.57  -0.400
C  0.48  5.56  -0.89  -0.627
C  -0.32  4.39  -1.42  -0.646
C  -3.39  -1.09  -0.70  0.860
P  -4.90  -1.37  -1.76  0.088
N  -4.06  -2.04  -3.11  -0.643
O  -5.12  0.14  -2.37  -0.530
C  -3.46  -1.79  0.61  -0.087
O  -4.50  -2.10  1.10  -0.544
H  -2.02  0.48  6.14  0.331
H  -3.59  0.33  6.91  0.383
H  -3.46  0.87  5.21  0.313
H  -2.37  -1.86  6.03  0.361
H  -4.10  -1.69  5.65  0.364
H  -3.71  -1.14  3.41  0.226
H  -2.04  -0.61  3.73  0.252
H  -1.25  -2.85  4.03  0.343
H  -2.88  -3.53  4.10  0.394
H  0.38  -0.84  2.51  0.408
H  0.12  -2.56  2.33  0.269
H  2.24  -2.22  1.56  0.181
H  1.87  -0.78  0.63  0.208
H  0.28  -2.98  -0.43  0.306
H  1.89  -3.60  -0.19  0.620
H  1.51  -0.99  -1.71  -0.244
H  1.26  -2.55  -2.48  0.495
H  3.47  -3.26  -2.26  0.378
H  3.56  -1.60  -2.82  0.424
H  5.25  -2.25  -1.09  0.449
H  3.98  -2.36  0.11  0.237
H  3.40  0.13  -0.63  -0.124
H  4.95  0.06  -1.49  0.422
H  4.23  -3.06  4.03  0.418
H  -3.09  0.89  -2.51  0.480
H  -1.66  1.52  -1.75  -0.270
H  -1.75  -0.35  -4.07  0.482
H  -0.64  -0.83  -2.80  0.279
H  0.36  1.47  -2.80  0.092
H  0.57  0.64  -4.34  0.665
H  2.20  3.70  -3.56  0.374
H  1.63  5.34  -3.26  0.378
H  3.45  4.60  -1.68  0.356
H  2.38  3.29  -1.12  0.084
H  0.03  5.93  0.04  0.374
H  0.48  6.39  -1.60  0.281
H  -1.33  4.73  -1.63  0.640
H  -0.39  3.61  -0.64  0.037
H  -4.28  -3.04  -3.13  0.307
H  -3.05  -1.95  -3.06  0.249
H  -4.82  0.17  -3.29  0.367

Frontier orbital gap, eV: 7.5949
Highest occupied orbital energy, Ha: -0.32018
Relative energy (zero: lowest compared OMol25 entry of this formula, charge and spin), eV: 0.000
Lowest unoccupied orbital energy, eV: -1.12
SMILES string: CCCCOC1=C(CCCCCCCSc2nnco2)C(=O)C(CCCSC(=S)N2CCOCC2)=C(P(N)O)C1=O
E_tot, eV: -88701.875

=====

Entry 4:
# C27H41N8OPPd

C27H41N8OPPd as an isolated structure (the ωB97M-V functional and the def2-TZVPD basis, the OMol25 dataset).

Last column: Mulliken charge in e.
Atoms and positions in Å:
Pd  0.30  0.06  -0.08  -0.262
N  2.17  0.65  0.77  -0.433
C  3.28  0.51  0.51  0.077
C  4.67  0.32  0.17  0.701
C  5.22  -0.95  0.25  -0.449
C  6.55  -1.13  -0.10  -0.598
C  7.31  -0.05  -0.51  -0.378
C  6.75  1.22  -0.59  -0.544
C  5.42  1.41  -0.24  -0.446
H  4.60  -1.78  0.56  0.509
H  6.98  -2.12  -0.05  0.399
H  8.35  -0.19  -0.78  0.386
H  7.35  2.06  -0.91  0.396
H  4.97  2.39  -0.30  0.490
N  -0.48  1.80  0.12  -1.015
P  -0.75  2.76  -1.07  0.289
N  -2.38  2.81  -1.43  0.975
C  -3.22  1.66  -1.10  -0.488
C  -4.68  2.03  -1.24  -1.015
C  -5.02  2.36  -2.71  -0.771
C  -3.81  2.99  -3.42  -0.794
C  -2.93  3.74  -2.43  -0.820
N  0.13  2.51  -2.47  0.669
C  0.69  1.21  -2.84  -0.062
C  0.17  0.74  -4.19  -0.633
C  0.46  1.78  -5.26  -0.918
C  -0.09  3.15  -4.85  -0.433
C  0.43  3.54  -3.47  -1.087
N  -0.46  4.38  -0.77  0.219
C  0.98  4.70  -0.56  -0.825
C  1.29  4.87  0.92  -0.781
C  0.55  6.10  1.48  -0.590
C  -0.78  6.30  0.73  -1.018
C  -1.35  4.98  0.26  -0.562
H  -2.97  1.34  -0.09  0.581
H  -3.00  0.80  -1.76  0.028
H  -4.88  2.90  -0.60  0.292
H  -5.31  1.22  -0.87  0.407
H  -5.88  3.03  -2.75  0.337
H  -5.32  1.44  -3.23  0.330
H  -4.14  3.66  -4.21  0.533
H  -3.21  2.21  -3.89  0.087
H  -3.53  4.52  -1.94  0.401
H  -2.12  4.25  -2.94  0.595
H  0.45  0.46  -2.08  -0.019
H  1.79  1.28  -2.86  0.400
H  -0.91  0.59  -4.11  0.179
H  0.62  -0.22  -4.45  0.403
H  0.06  1.47  -6.23  0.433
H  1.55  1.87  -5.39  0.311
H  -1.18  3.11  -4.82  0.046
H  0.19  3.91  -5.57  0.404
H  0.01  4.48  -3.14  0.518
H  1.52  3.67  -3.52  0.540
H  1.23  5.61  -1.11  0.326
H  1.58  3.90  -0.98  0.521
H  2.37  4.98  1.06  0.424
H  0.99  3.96  1.43  0.253
H  1.17  6.99  1.38  0.287
H  0.36  5.96  2.54  0.345
H  -0.63  6.95  -0.14  0.312
H  -1.51  6.80  1.37  0.404
H  -2.34  5.12  -0.17  0.212
H  -1.46  4.30  1.12  0.448
N  1.09  -1.85  -0.41  -0.476
C  1.16  -2.92  0.05  0.685
N  1.35  -4.08  0.53  -0.692
C  0.46  -5.07  0.48  0.484
N  -0.27  -5.96  0.50  -0.556
C  -2.19  -2.94  -0.62  -1.062
C  -2.56  -1.70  0.15  0.961
C  -4.00  -1.48  0.51  -1.312
O  -1.72  -0.89  0.48  -0.431
H  -3.06  -3.44  -1.04  0.390
H  -1.69  -3.64  0.06  0.095
H  -1.47  -2.69  -1.40  0.315
H  -4.40  -2.37  1.00  0.470
H  -4.56  -1.35  -0.41  0.267
H  -4.10  -0.61  1.15  0.334

Frontier orbital gap (spin up / spin down), eV: 6.8134 / 6.8144
Highest occupied orbital energy (spin up / spin down), Ha: -0.27667 / -0.27669
Relative energy (zero: lowest compared OMol25 entry of this formula, charge and spin), eV: 0.764
Lowest unoccupied orbital energy (spin up / spin down), eV: -0.72 / -0.71
E_tot, eV: -55400.363